The following is a quantum chemistry calculation of a structure of composition C32H47AsGaN5O4Si3, from the Open Molecules 2025 dataset.

The calculation puts the total energy at -6851.179469 Eh. As for the charge: +2. The largest force on an atom is 1.0 eV/Å. The calculation puts the HOMO-LUMO gap at 8.03 eV. The HOMO energy is -14.422 eV. The LUMO energy comes out at -0.2348 hartree.

Last column: Mulliken charge in e.
Element x y z (Å)
Ga 0.34801 0.56507 -0.45274  -0.28
C -0.06609 2.06797 -4.19294  -0.97
C -1.05589 2.54667 -3.18904  0.82
C -2.24739 3.11937 -3.64124  -0.96
C -3.18049 3.57087 -2.73194  -1.13
C -2.84999 3.54207 -1.38604  -0.70
C -1.61819 3.00887 -1.01274  0.09
N -0.77309 2.44577 -1.88914  0.23
C -1.13209 3.09677 0.37116  1.19
C -1.66949 4.01497 1.27266  -1.23
C -1.17979 4.04847 2.56436  -1.15
C -0.12439 3.22077 2.90446  -0.96
C 0.42411 2.38287 1.93626  0.52
N -0.10109 2.31827 0.70776  0.84
C 1.62141 1.56797 2.18026  0.79
C 2.31201 1.61957 3.39006  -0.91
C 3.50991 0.93227 3.51406  -0.99
C 3.97041 0.20917 2.43066  -1.04
C 3.20001 0.14597 1.26936  0.46
C 3.67481 -0.66233 0.11196  -1.21
N 2.05121 0.81347 1.15536  0.85
H -0.23259 2.53797 -5.15764  0.63
H -0.17899 0.99407 -4.33684  0.09
H 0.94551 2.28797 -3.86034  0.03
H -2.42419 3.19457 -4.70204  0.52
H -4.12649 3.97017 -3.06344  0.49
H -3.54629 3.91577 -0.65414  0.41
H -2.43849 4.70247 0.95916  0.54
H -1.61019 4.71387 3.29536  0.51
H 0.26151 3.24377 3.90786  0.52
H 1.93761 2.18657 4.22396  0.53
H 4.07051 0.96917 4.43566  0.47
H 4.90741 -0.32193 2.47096  0.60
H 4.21931 -0.02013 -0.57834  0.41
H 2.82821 -1.11273 -0.40474  -0.29
H 4.35891 -1.43753 0.44766  0.64
C 3.50031 2.77197 -1.48864  -1.51
C 3.00731 1.59377 -2.22974  -0.25
N 1.93631 0.87697 -1.92624  1.47
C 1.78031 -0.04863 -2.92444  -1.10
C 2.78931 0.09757 -3.84164  0.78
N 3.55371 1.12797 -3.36684  0.04
C 3.14611 -0.54243 -5.15544  0.47
O 2.31871 -1.43793 -5.62454  -0.54
O 4.15031 -0.17583 -5.70194  -0.57
C 0.54441 -0.86503 -2.94604  0.14
O 0.30081 -1.61303 -3.87884  -0.92
O -0.20459 -0.66093 -1.92544  0.54
H 2.85891 2.94657 -0.62804  0.04
H 3.47431 3.64887 -2.13714  0.43
H 4.52961 2.63687 -1.15844  0.44
H 4.37941 1.45287 -3.85334  0.29
H 1.51381 -1.61743 -5.06804  0.42
C -2.18769 -2.93673 3.71556  -1.02
Si -1.19089 -1.36613 3.30326  0.38
C 0.50181 -1.44073 4.18166  -0.73
C -2.14479 0.19357 3.86576  -0.93
As -0.90149 -1.31943 0.82426  0.17
Si 0.32211 -3.39873 0.28926  0.74
C 0.83081 -3.65243 -1.52544  -1.04
C -0.78079 -4.84543 0.85236  -1.16
C 1.91391 -3.32153 1.35986  -0.84
Si -3.16299 -1.14613 -0.11964  0.55
C -3.69399 0.57827 0.51356  -0.34
C -3.20359 -1.18763 -2.01784  -0.75
C -4.27489 -2.48363 0.66806  -1.14
H -2.33959 -3.00293 4.78956  0.42
H -1.66889 -3.83973 3.40966  0.25
H -3.16789 -2.93843 3.24986  0.24
H 0.34481 -1.54573 5.25036  0.51
H 1.09461 -0.54403 4.02856  0.01
H 1.08511 -2.29693 3.86086  0.32
H -2.06849 0.30777 4.94236  0.48
H -3.20419 0.11247 3.63856  0.43
H -1.76429 1.10647 3.41266  0.09
H 0.01641 -3.49993 -2.22834  0.28
H 1.18131 -4.67553 -1.65054  0.60
H 1.65051 -2.99733 -1.81464  0.16
H -1.83829 -4.66373 0.69356  0.19
H -0.62299 -5.07203 1.90246  0.36
H -0.50969 -5.73603 0.29376  0.43
H 2.05941 -2.34253 1.81226  -0.20
H 2.78991 -3.55213 0.76276  0.40
H 1.87991 -4.06223 2.15206  0.57
H -3.23979 1.35417 -0.09524  -0.31
H -3.39109 0.74017 1.54416  -0.07
H -4.76909 0.71367 0.46246  0.61
H -2.71809 -0.30803 -2.43334  -0.07
H -4.22999 -1.19983 -2.37554  0.55
H -2.69789 -2.05953 -2.42384  0.30
H -4.59229 -2.20203 1.66826  0.35
H -3.79529 -3.45663 0.72066  0.26
H -5.17669 -2.60383 0.07546  0.43